The following is a quantum chemistry calculation of a 15-piece molecular cluster, H30O15 overall in a non-equilibrium geometry, from the Open Molecules 2025 dataset.

Cartesian coordinates (Å):
O: 0.0871 0.0363 0.4670
H: 0.5381 -0.7587 0.2330
H: -0.4179 0.2613 -0.3420
O: -2.5499 1.3103 0.8300
H: -3.0139 0.5423 0.4970
H: -2.1069 1.0683 1.6590
O: -0.1699 -2.6577 -2.4950
H: -0.7929 -1.9477 -2.1910
H: -0.5679 -3.4707 -2.1240
O: -1.0459 1.3503 3.0460
H: -1.6679 0.8553 3.5290
H: -0.2319 0.9003 3.1240
O: -1.9719 2.7653 -1.6380
H: -2.4289 2.2133 -1.0030
H: -1.9769 3.6603 -1.2360
O: 0.6761 2.3113 -1.1660
H: 0.4771 2.4613 -0.2270
H: -0.0929 2.5893 -1.5460
O: 1.3021 -2.3747 -0.0670
H: 1.9011 -3.1497 -0.1110
H: 0.9311 -2.3747 -0.9580
O: -1.9049 -1.6577 1.7370
H: -1.1799 -1.0167 1.4610
H: -1.4059 -2.4877 1.9270
O: 4.0411 -0.7837 -0.6660
H: 4.3281 -1.5297 -0.0320
H: 3.2081 -0.9817 -1.0820
O: 2.3681 -1.6357 2.2060
H: 1.9251 -1.8927 1.3820
H: 2.4481 -2.4787 2.6870
O: 1.8811 0.1013 -2.1310
H: 1.3571 0.8043 -1.7860
H: 2.5621 0.5383 -2.6020
O: 2.8021 1.0923 0.8210
H: 3.2901 0.3213 0.5210
H: 2.1151 1.0833 0.1920
O: -0.0729 3.1783 1.1150
H: -0.4749 2.4763 1.5730
H: 0.5311 3.4223 1.8050
O: -1.2439 -0.0787 -1.9650
H: -2.2059 -0.1417 -1.9770
H: -1.0709 0.4123 -2.7800
O: -3.3899 -1.1057 -0.4040
H: -2.7779 -1.4377 0.3100
H: -4.0079 -1.7937 -0.5920

LUMO in Ha: -0.008
E_HOMO in Eh: -0.350

The following is a quantum chemistry calculation of a 15-piece molecular cluster, H30O15 overall in a non-equilibrium geometry, from the Open Molecules 2025 dataset.

Cartesian coordinates (Å):
O: -0.3652 0.6572 -0.4244
H: -0.2682 -0.2468 -0.7304
H: -0.1092 0.6592 0.4706
O: 1.4858 3.1042 -0.5424
H: 2.3538 2.9602 -0.2354
H: 1.1908 2.2372 -0.3364
O: 2.6928 0.2262 -0.2984
H: 2.4668 0.2542 0.6096
H: 2.7778 -0.6878 -0.5854
O: 0.0068 1.8492 -2.9884
H: 0.8878 2.1032 -3.2284
H: 0.1278 1.2852 -2.2154
O: -1.2362 1.8912 3.8096
H: -0.6252 2.0932 4.4646
H: -0.6182 1.6312 3.1176
O: 0.6448 1.2672 2.0316
H: 1.2078 0.9132 2.7106
H: 0.7058 2.2182 2.0426
O: -2.0532 -0.6168 2.6186
H: -1.9062 -0.7118 1.6856
H: -2.4502 0.1882 2.8426
O: 2.3528 -1.1078 2.2946
H: 1.5438 -1.2708 1.8006
H: 2.3478 -1.9028 2.8196
O: -2.7272 -1.2348 -0.2384
H: -2.7062 -0.5418 -0.9194
H: -2.9692 -2.0008 -0.8034
O: 2.4558 -2.6278 -0.5544
H: 2.4718 -2.9608 0.3406
H: 1.6708 -2.1538 -0.4764
O: 2.1948 -0.6618 -3.2434
H: 1.3948 -0.9978 -2.8944
H: 2.6658 -1.3958 -3.6664
O: -0.3412 -1.3978 -2.0964
H: -0.7312 -2.2338 -1.7634
H: -0.7612 -1.2408 -2.9654
O: -2.7262 0.6382 -2.2344
H: -1.7912 0.6482 -2.4524
H: -2.9932 1.5832 -2.1904
O: 0.0018 -2.1158 0.9956
H: 0.0148 -2.9418 1.5206
H: -0.6582 -2.3078 0.3016
O: -2.4192 1.8042 0.8786
H: -1.9282 1.2992 0.1716
H: -3.2812 1.8462 0.5566

LUMO in Ha: -0.026
E_HOMO in Eh: -0.374

The following is a quantum chemistry calculation of a 15-piece molecular cluster, H30O15 overall in a non-equilibrium geometry, from the Open Molecules 2025 dataset.

Cartesian coordinates (Å):
O: 1.4984 3.6065 -1.4137
H: 2.1809 4.3126 -1.7485
H: 0.5669 3.9796 -1.5979
O: 1.4485 -2.6262 -3.0825
H: 0.5929 -2.9108 -2.8387
H: 1.2919 -1.8835 -3.6263
O: 2.5191 -1.1675 -0.9780
H: 2.7986 -1.7259 -0.2043
H: 1.8482 -1.5750 -1.6494
O: 0.7245 0.5875 0.4357
H: 0.4016 1.4395 0.7306
H: 1.5874 0.9718 0.1469
O: 1.8616 3.3812 2.0397
H: 1.4295 3.4912 1.1871
H: 1.3959 3.3475 2.7770
O: -1.3045 -2.6435 -2.6874
H: -2.1120 -2.9704 -2.7955
H: -1.0179 -2.3858 -3.5977
O: 2.2061 -0.5643 2.6349
H: 1.3990 -0.8076 3.0000
H: 2.2208 -0.6271 1.7292
O: -3.5590 1.6226 2.3738
H: -3.5298 1.1953 3.2549
H: -4.0125 1.1013 1.7615
O: -1.7982 3.1396 -0.1605
H: -2.1445 2.9459 0.7747
H: -2.6496 3.0228 -0.7181
O: 0.1781 2.0025 -3.9389
H: -0.7270 1.4936 -3.8092
H: 0.8124 1.3492 -3.5526
O: -2.2149 -2.3783 3.1428
H: -2.9824 -2.8062 2.8528
H: -1.7137 -3.1359 3.7073
O: 0.7674 -3.8977 0.1112
H: 0.1227 -3.1210 0.2259
H: 1.4237 -3.6021 -0.4716
O: -0.4782 -0.2369 -2.5870
H: 0.0693 -0.1028 -1.8150
H: -1.3478 -0.1398 -2.0851
O: 1.2072 1.4966 3.9144
H: 1.9223 1.6663 4.5639
H: 1.6666 1.0140 3.1937
O: -1.0765 -1.9466 0.1906
H: -1.5738 -1.9612 1.0539
H: -1.8995 -1.9512 -0.4446

LUMO (alpha / beta) in Ha: -0.107 / -0.389
Expectation value of S²: 0.756
Multiplicity: 2
E_HOMO (alpha / beta) in Eh: -0.495 / -0.474
Net charge: +1

The following is a quantum chemistry calculation of a 15-piece molecular cluster, H31O15 overall in a non-equilibrium geometry, from the Open Molecules 2025 dataset.

Cartesian coordinates (Å):
O: -1.1680 -4.3366 -0.4039
H: 2.5512 -0.9702 1.0231
H: -1.7711 -4.5464 0.3223
O: -0.9350 2.3939 -0.8919
H: -0.2198 4.3431 2.8474
H: -0.9355 3.3465 -1.1045
O: -3.3658 -1.3672 1.5306
H: 2.1192 -2.1286 -0.0889
H: -1.3143 2.1156 1.6561
O: 2.3242 0.6754 -2.7774
H: 3.8352 0.7868 0.0779
H: 2.2649 -0.0567 -3.4054
O: 1.9554 0.0461 2.6245
H: 1.7391 -0.6395 3.2644
H: 2.4404 0.7762 3.0339
O: 3.0617 -1.7723 0.7633
H: -2.9608 -0.7523 0.8964
H: -3.1579 -0.9143 2.3577
O: 1.0869 -2.2344 -0.5835
H: 3.8100 -1.5621 0.1055
H: -0.3386 -1.3679 -3.3476
O: -2.4470 -1.3001 -1.1817
H: -0.1292 2.5115 -0.3611
H: 0.2772 -2.6580 -2.9726
O: 4.3658 0.1661 -0.4781
H: -3.3709 -1.4582 -1.4499
H: -4.0114 2.2273 -0.6730
O: -0.2733 -0.6628 0.7269
H: -2.8788 2.1119 1.6244
O: -0.8081 3.5785 2.8085
H: -1.6741 3.9493 3.0388
H: 0.3345 -1.5662 -0.5889
O: -0.1265 -1.8843 -2.5577
H: 3.9829 0.4244 -1.3373
H: -2.2308 -0.7764 -1.9643
O: -3.4358 1.6019 -1.1249
H: 0.8140 -3.1130 -0.2623
H: -2.5487 1.6252 -0.6940
O: -2.0965 1.6382 1.3333
H: -1.2909 -3.3825 -0.5302
H: 2.3113 2.0448 -0.6733
O: 2.2049 1.7646 0.2421
H: 1.4314 1.1979 0.3268
H: 2.0207 1.3935 -3.3504
H: -0.5062 0.0804 1.3057
H: -0.9356 -1.3491 0.8934

LUMO in Ha: -0.104
E_HOMO in Eh: -0.478
Net charge: +1

The following is a quantum chemistry calculation of H31O16 as an isolated structure in a non-equilibrium geometry, from the Open Molecules 2025 dataset.

Cartesian coordinates (Å):
O: 1.3535 2.8885 -3.2112
H: 4.4667 -1.8745 1.8641
H: 1.6688 -0.7593 3.1162
O: -0.5865 5.3841 0.1224
H: 1.6680 2.9781 -3.9369
H: 1.3131 2.0427 -2.5567
O: -0.5247 -3.2161 -3.0890
H: -1.3781 4.9198 -0.1798
H: 1.4592 0.4342 4.0993
O: 1.3636 -0.5321 4.0945
H: -0.5128 -0.7749 3.3238
H: -0.8397 5.8547 0.8782
O: 4.4343 -1.2465 1.2098
H: -3.7825 3.4366 -0.0920
H: -0.7188 1.9812 -1.4788
O: 1.3383 0.6474 -2.0778
H: -0.8262 -0.7025 -0.4319
H: -0.9742 0.0335 -2.8322
O: -0.8620 -2.9540 2.9427
H: -1.6754 -3.0377 3.4325
H: -0.1902 -2.3825 3.4303
O: 2.3788 -2.9444 0.7597
H: 1.8997 -3.7461 0.6553
H: -0.5011 -2.3761 -3.5804
O: 1.4714 1.7075 2.9690
H: 1.1002 1.1107 2.3859
O: -3.1072 3.3380 0.5151
H: 3.9173 -1.5125 0.4902
H: -2.6696 2.4832 0.4798
O: -0.0658 -0.7534 0.0685
H: -1.4530 -3.5514 -3.1471
H: 0.4348 -0.1241 -0.5887
O: -1.3212 2.3895 -2.1570
H: -1.3242 -0.1277 2.2050
H: 0.2658 -2.9787 -0.6164
O: -3.9284 0.1383 -1.9645
H: 0.4146 -0.2659 -2.2762
H: 1.9370 0.2649 -2.6643
O: 0.0466 -3.9243 -0.3256
H: -0.5816 2.7628 -2.7040
H: -4.0126 0.1644 -2.9621
O: -1.0969 -0.2461 2.9503
H: 1.2318 2.5944 2.9943
H: 1.7705 -2.3461 0.6857
O: -0.7088 -0.7031 -2.4559
H: -3.0369 -0.0897 -1.7831
H: -0.5507 -4.1971 -1.0193

LUMO in Ha: 0.098
E_HOMO in Eh: -0.255
Net charge: -1

The following is a quantum chemistry calculation of a 16-piece molecular cluster, H31O16 overall in a non-equilibrium geometry, from the Open Molecules 2025 dataset.

Cartesian coordinates (Å):
O: 3.3454 -1.0623 0.4888
H: -1.6507 2.0697 2.0661
H: 1.7084 0.6617 3.9836
O: -5.0168 -2.7644 1.5166
H: 2.3902 -1.1728 0.3708
H: 3.3737 -0.6058 1.3386
O: 0.0799 1.4422 -3.1972
H: -4.7155 -2.9869 0.6406
H: 2.1241 0.0732 5.3479
O: 2.1119 -0.1065 4.4041
H: -0.0868 4.4611 -2.6281
H: -4.6412 -3.3954 2.1277
O: -1.7303 2.4268 1.1795
H: 0.6941 5.8974 0.8192
H: -1.8128 -1.7633 -5.2484
O: 0.2742 -1.2219 0.0553
H: 0.5578 -0.4410 -0.4851
H: 0.2783 -0.5996 2.3979
O: 3.3622 2.2629 0.9633
H: 4.0089 2.2926 0.2548
H: 2.5854 1.8417 0.5165
O: 2.5050 -3.8824 1.8699
H: 1.9720 -3.1032 2.0933
H: 0.6373 0.7501 -3.5580
O: 1.2425 1.2611 -0.5430
H: -0.5252 0.8856 -0.7872
O: 0.1044 5.6053 1.5212
H: -0.9514 2.1856 0.6756
H: 0.1812 4.6481 1.4681
O: -3.6164 -3.5464 -1.2511
H: 0.5549 1.8171 -2.4417
H: -3.2947 -4.3840 -0.9044
O: -1.1290 -2.3968 -5.0154
H: 0.4352 3.7697 -1.3813
H: -1.8018 0.7913 -1.7740
O: -0.8881 -2.3921 -2.2315
H: -2.8078 -3.0552 -1.4551
H: -0.6011 -1.1363 0.4317
O: -1.3594 0.4470 -1.0031
H: -1.0330 -2.3345 -4.0511
H: -0.9090 -1.5471 -2.6831
O: 0.2156 4.6424 -1.7331
H: 2.0792 0.9589 -0.9140
H: 2.5722 -3.6549 0.9297
O: -0.2458 -0.7971 3.1771
H: -0.9181 -2.2346 -1.2775
H: 0.3409 -0.6068 3.9256

LUMO in Ha: 0.085
E_HOMO in Eh: -0.250
Net charge: -1

The following is a quantum chemistry calculation of H32HeO16 as an isolated structure in a non-equilibrium geometry, from the Open Molecules 2025 dataset.

Cartesian coordinates (Å):
He: 0.2399 -0.1035 0.4405
O: -2.2915 3.6061 -1.0456
H: -2.0198 4.2538 -0.3953
H: -1.5401 3.0190 -1.1281
O: -1.1521 -2.4655 1.7628
H: -1.4709 -3.1998 2.2874
H: -0.9124 -1.7977 2.4053
O: -0.8338 -0.1123 3.5314
H: -0.9166 0.6280 2.9303
H: 0.0249 0.0037 3.9381
O: 0.2819 1.3972 -3.4239
H: -0.3913 2.0642 -3.5584
H: -0.1185 0.7701 -2.8217
O: 2.7182 1.4038 0.9502
H: 3.2855 0.6545 1.1316
H: 2.5749 1.3728 0.0043
O: -3.3482 -2.5761 0.0915
H: -2.6456 -2.6097 0.7407
H: -3.6233 -1.6593 0.0829
O: 3.8627 0.3429 -1.6972
H: 4.1216 0.8976 -2.4331
H: 3.2337 -0.2740 -2.0713
O: 1.3117 -3.8406 -0.7067
H: 1.5442 -3.4731 0.1460
H: 1.0928 -4.7541 -0.5226
O: 1.7273 3.0755 2.8709
H: 2.3837 3.7584 2.7332
H: 1.7953 2.5175 2.0962
O: -0.1272 -1.6439 -1.9764
H: 0.1789 -2.3231 -1.3754
H: -0.8664 -1.2381 -1.5234
O: 0.2885 2.4043 -0.9618
H: 0.8074 3.2081 -0.9320
H: 0.4461 2.0491 -1.8366
O: -1.3117 1.8353 1.6254
H: -0.8260 1.7438 0.8057
H: -1.1625 2.7422 1.8928
O: 2.2939 -1.5285 -3.0744
H: 1.3612 -1.5767 -2.8648
H: 2.6081 -2.4277 -2.9795
O: 2.3030 -2.9638 1.6396
H: 1.5099 -2.6622 2.0826
H: 2.7960 -2.1635 1.4589
O: -3.9828 0.2257 0.9487
H: -3.8471 -0.2253 1.7821
H: -3.5200 1.0576 1.0479
O: -2.2773 0.3662 -1.3909
H: -2.7429 -0.1173 -2.0733
H: -2.8634 0.3385 -0.6347

LUMO in Ha: -0.002
E_HOMO in Eh: -0.397

The following is a quantum chemistry calculation of a 13-piece molecular cluster, H32N4O12S overall in a non-equilibrium geometry, from the Open Molecules 2025 dataset.

Cartesian coordinates (Å):
N: -0.2100 -3.5970 -1.0553
H: -1.1907 -3.6363 -0.8170
H: 0.1445 -2.6548 -0.9726
H: 0.0031 -4.0393 -1.9379
H: 0.2827 -4.2494 -0.4622
N: -3.4800 0.3678 0.4887
H: -2.5192 0.5361 0.2267
H: -3.6283 -0.6308 0.5215
H: -4.1733 0.7402 -0.1443
H: -3.6691 0.7592 1.4004
N: -0.7780 -2.2544 2.3757
H: 0.0903 -2.7504 2.2332
H: -0.7530 -1.3259 1.9791
H: -0.9492 -2.2278 3.3707
H: -1.5226 -2.6050 1.7902
N: 3.4102 1.7901 0.6389
H: 3.8502 0.9034 0.4385
H: 3.6281 2.4771 -0.0687
H: 3.6278 2.0480 1.5909
H: 2.4234 1.6405 0.4836
S: -0.0136 0.2086 0.0406
O: 0.5483 -1.0358 -0.3929
O: -1.1071 0.5336 -0.8618
O: -0.5561 0.1147 1.4005
O: 0.9578 1.2765 -0.0123
O: -1.5709 2.6322 1.5923
H: -1.2480 1.7333 1.6553
H: -0.7905 3.1551 1.4083
O: -2.4528 1.6788 -2.5297
H: -2.1637 1.0664 -3.2061
H: -1.7977 1.5977 -1.8366
O: 0.5589 4.0954 0.8591
H: 0.8151 3.3071 0.3803
H: 1.0310 4.8049 0.4232
O: 1.1846 0.7859 3.3412
H: 0.5606 0.5026 2.6728
H: 1.8124 0.0661 3.4038
O: 2.3856 -0.7720 -2.4664
H: 2.0243 -0.7877 -1.5801
H: 1.7870 -1.3150 -2.9793
O: -1.9375 -1.2704 -2.4712
H: -1.7100 -0.5867 -1.8411
H: -1.0975 -1.5517 -2.8338
O: 0.5820 2.3208 -2.6059
H: 0.2242 1.6310 -3.1649
H: 0.4324 2.0082 -1.7136
O: 2.6995 -2.4655 0.3350
H: 2.2673 -3.1068 0.8990
H: 1.9872 -1.9185 0.0038

LUMO in Ha: -0.279
E_HOMO in Eh: -0.562
Net charge: +2

Molecular weight (Da)
270.23 270.23 270.23 271.23 287.23 287.23 292.24 312.34
ΔE to the lowest compared entry with this formula, charge and spin (eV)
0.9373 2.1611 1.7895 2.3735 7.6295 2.4069 0.0000 3.1846